No. 1
Density functional theory data (ωB97M-V/def2-TZVPD) for a molecular structure, C38H45F6N9OSbSeV.

Each line ends with the Löwdin spin population.
CARTESIAN COORDINATES (ANGSTROEM)
V 9.98839 11.36621 11.92014  1.9311
C 12.53874 9.09327 13.46570  0.0001
C 11.99531 9.71029 14.70413  -0.0010
C 12.85032 9.47238 15.80614  0.0004
C 12.72554 10.12896 17.00705  -0.0009
C 11.64256 10.96998 17.14945  0.0001
C 10.71490 11.22474 16.13302  -0.0017
C 9.64751 12.22050 16.38189  -0.0001
C 10.81895 10.48413 14.88834  0.0009
N 9.78412 10.59876 13.87274  -0.0109
C 8.46778 10.29955 14.05535  0.0284
C 7.94894 9.40842 15.15898  0.0042
C 7.51402 10.74649 13.06288  0.0327
C 6.04724 10.71217 13.38449  0.0046
N 7.97800 11.14947 11.85100  -0.0182
C 7.15175 11.23262 10.68996  0.0009
C 6.75986 10.07202 9.98110  -0.0034
C 6.54582 8.73557 10.62409  0.0000
C 6.51017 10.20171 8.61201  0.0007
C 6.46006 11.43983 7.98417  -0.0027
C 6.44037 12.56981 8.80556  0.0003
C 6.75503 12.50257 10.16131  -0.0021
C 6.58480 13.72936 11.00497  -0.0003
H 13.44118 9.59977 13.11507  0.0000
H 11.81988 9.08282 12.63326  0.0002
H 12.84152 8.04049 13.62469  0.0000
H 13.68687 8.82716 15.63548  0.0000
H 13.45896 10.02901 17.80503  0.0000
H 11.50718 11.42677 18.12067  0.0000
H 10.06715 13.03492 16.99191  0.0000
H 8.80870 11.78930 16.96735  -0.0001
H 9.22798 12.64657 15.46248  0.0001
H 8.81155 9.01149 15.70224  0.0000
H 7.47297 8.50149 14.75007  0.0017
H 7.23109 9.92812 15.79349  0.0010
H 5.83451 11.24988 14.33155  0.0011
H 5.61132 9.68497 13.45576  0.0019
H 5.47774 11.26010 12.61382  0.0000
H 6.96095 8.66886 11.63498  0.0002
H 6.95809 7.96496 9.96591  0.0000
H 5.45403 8.48238 10.69607  -0.0002
H 6.37334 9.31565 8.00382  0.0000
H 6.43070 11.50988 6.89563  -0.0001
H 6.33396 13.54728 8.33561  0.0000
H 5.55781 14.07911 10.95240  -0.0001
H 7.18784 14.52870 10.53936  -0.0001
H 6.90414 13.54673 12.02906  0.0000
Se 11.78592 16.37988 6.18357  -0.0005
N 11.30997 16.54790 7.98515  -0.0012
C 10.89037 15.38966 8.43355  0.0000
C 10.54457 15.15604 9.85120  -0.0010
C 10.64103 16.13747 10.86364  0.0077
C 10.22874 15.77354 12.15861  -0.0014
C 9.76723 14.46821 12.35634  0.0103
N 9.88923 13.46106 11.46183  -0.0074
C 10.24889 13.80231 10.16722  0.0044
C 10.42433 12.70018 9.25569  0.0041
N 10.44080 11.43244 9.79499  -0.0069
C 10.76337 10.42484 8.96918  0.0056
C 10.89555 10.52743 7.59081  -0.0012
C 10.76965 11.78120 7.02412  0.0061
C 10.61680 12.88622 7.88764  0.0012
C 10.86352 14.27916 7.44553  0.0001
N 11.24739 14.56273 6.22609  -0.0001
H 11.01157 17.13049 10.61556  0.0003
H 10.30116 16.42444 13.04311  -0.0002
H 9.36553 14.20874 13.34487  0.0009
H 10.85392 9.45636 9.42813  0.0000
H 11.14646 9.63693 7.03796  -0.0002
H 10.90035 12.00326 6.00244  0.0003
O 13.63051 12.19948 9.93421  0.0002
C 14.81451 12.43211 9.70053  0.0000
C 15.28666 13.78154 9.13588  0.0000
C 15.69015 14.73530 10.26061  0.0000
C 16.75980 14.15774 11.19651  0.0000
C 16.42171 12.87877 11.97249  0.0000
C 16.58381 11.54598 11.21753  0.0000
N 15.87547 11.54480 9.98012  0.0000
H 14.45543 14.19108 8.55825  0.0000
H 16.12798 13.62457 8.40951  0.0000
H 14.80885 15.12959 10.81036  0.0000
H 16.13038 15.59976 9.73345  0.0000
H 17.10397 14.90690 11.93628  0.0000
H 17.66488 13.94544 10.58609  0.0000
H 15.42906 12.97922 12.46711  0.0000
H 17.17174 12.81518 12.79368  0.0000
H 16.25089 10.72555 11.92110  0.0000
H 17.67203 11.31898 11.07001  0.0000
H 16.43915 11.22418 9.21185  0.0000
F 10.38784 9.18200 11.56174  0.0090
Sb 10.12102 7.03888 11.26658  0.0005
F 11.67781 7.32284 10.18501  0.0000
F 9.12988 7.78038 9.77173  0.0001
F 9.33459 5.41983 10.73445  0.0000
F 8.79949 7.42911 12.66430  0.0010
F 11.27639 6.21277 12.51562  0.0003
N 12.10247 13.04401 13.43962  0.0034
N 12.08177 12.00239 12.45815  -0.0066
H 12.30865 13.95017 13.02269  0.0000
H 12.75523 12.86967 14.21156  0.0000
H 12.55474 11.20857 12.86453  0.0013
H 12.61629 12.23744 11.61207  0.0011

The HOMO energy (alpha / beta) comes out at -13.45 / -13.45 eV. The calculation puts the frontier orbital gap (alpha / beta) at 6.0528 / 5.9930 eV. Its spin multiplicity is 3. The total charge is +2. Its expectation value of S² is 2.0148.

***

No. 2
Density functional theory data (ωB97M-V/def2-TZVPD) for a molecular structure, C38H45N2O5PPdS.

Each line ends with the Löwdin spin population.
CARTESIAN COORDINATES (ANGSTROEM)
Pd 1.02269 0.09432 -0.33247  1.3183
C -5.26976 2.05878 0.81493  0.0041
C -4.35499 0.88843 0.43387  0.0051
C -5.18572 -0.34596 0.11759  -0.0005
O -3.44174 0.62420 1.49337  0.0752
C -2.25273 1.30170 1.27310  0.0990
C -2.36080 1.81626 -0.19209  0.0084
O -3.52848 1.24027 -0.67194  0.0018
C -1.17818 1.56357 -1.23720  0.0213
O -0.85194 0.27534 -1.29070  0.3008
C 0.06278 2.40139 -0.91540  0.0695
C 1.19241 2.12781 -1.72223  0.0363
C 2.29372 2.98540 -1.67703  0.0227
C 2.33267 4.03946 -0.77862  0.0220
C 1.24367 4.27579 0.04790  0.0374
C 0.11651 3.47228 -0.02410  0.0133
C -1.75857 2.07563 -2.57100  0.0099
C -2.14820 3.39876 -2.72646  0.0031
C -2.62868 3.83899 -3.94652  0.0010
C -2.73229 2.95483 -5.01097  0.0003
C -2.31145 1.64271 -4.86440  0.0005
C -1.84014 1.19640 -3.64328  0.0027
C -1.00284 0.39972 1.72190  0.1094
O 0.12451 1.01733 1.35723  0.6409
C -1.15607 0.34731 3.25625  0.0418
C -2.13887 -0.43800 3.84227  0.0103
C -2.23102 -0.49380 5.22138  0.0040
C -1.35689 0.24075 6.00777  0.0011
C -0.36592 1.01097 5.41780  0.0045
C -0.28087 1.08804 4.03919  0.0031
C -1.01329 -1.05422 1.22170  0.0724
C -1.90879 -1.57324 0.29405  0.0330
C -1.95046 -2.93927 0.06174  0.0045
C -1.09390 -3.79467 0.73482  0.0271
C -0.13995 -3.27164 1.59620  -0.0011
C -0.08620 -1.90889 1.83455  0.0422
H -5.94540 1.74677 1.60662  0.0001
H -5.84464 2.35878 -0.05605  0.0010
H -4.69097 2.90936 1.16558  0.0001
H -5.75658 -0.62561 0.99738  0.0000
H -4.55369 -1.18032 -0.16415  0.0001
H -5.85657 -0.11750 -0.70368  -0.0001
H -2.17372 2.17496 1.93985  0.0065
H -2.45349 2.91194 -0.17608  0.0048
H 1.09227 1.41941 -2.55302  -0.0002
H 3.10228 2.85565 -2.38056  0.0005
H 3.19818 4.68082 -0.73144  0.0005
H 1.26437 5.10217 0.74081  0.0016
H -0.71118 3.70294 0.62606  -0.0008
H -2.07832 4.09614 -1.90537  0.0002
H -2.94199 4.86482 -4.06556  0.0001
H -3.15637 3.28513 -5.94692  0.0000
H -2.36168 0.95772 -5.69805  0.0000
H -1.53003 0.17189 -3.50168  0.0016
H -2.82977 -0.98761 3.22436  0.0011
H -2.99289 -1.10684 5.67551  0.0004
H -1.45967 0.22176 7.08069  0.0000
H 0.34079 1.55279 6.03013  0.0006
H 0.46293 1.70640 3.55701  0.0004
H -2.55665 -0.92011 -0.26435  0.0011
H -2.67078 -3.33839 -0.63375  -0.0005
H -1.16881 -4.86387 0.59645  0.0014
H 0.54923 -3.92487 2.10953  -0.0004
H 0.60438 -1.50600 2.56575  0.0001
S 0.80648 -1.92614 -1.91895  0.7151
C 1.95004 -3.20982 -1.89292  0.0888
N 2.11453 -3.92820 -2.99697  0.0280
C 2.95350 -5.11463 -3.05646  0.0055
C 3.09874 -5.68072 -1.64900  0.0013
C 3.58712 -4.57387 -0.72184  0.0047
N 2.62626 -3.48904 -0.78711  0.0336
H 1.57677 -3.67106 -3.81249  0.0067
H 3.92878 -4.84554 -3.47161  0.0005
H 2.49409 -5.84265 -3.72749  0.0009
H 3.79133 -6.51710 -1.64147  0.0002
H 2.12424 -6.02262 -1.29667  0.0000
H 4.57475 -4.21537 -1.03722  0.0023
H 3.65958 -4.91509 0.31285  0.0001
H 2.49626 -2.88230 0.01345  0.0020
C 4.53684 0.57659 -1.00793  -0.0003
P 3.85256 0.10240 0.61402  0.0017
C 5.20462 -0.61770 1.59245  0.0014
C 3.27867 1.61098 1.46022  -0.0004
O 2.75920 -0.92185 0.44751  0.0417
H 5.22511 1.41235 -0.92030  -0.0001
H 3.71624 0.83300 -1.67893  -0.0002
H 5.07307 -0.27350 -1.42428  0.0000
H 6.03211 0.07795 1.69190  0.0003
H 5.55290 -1.51946 1.09208  0.0001
H 4.83062 -0.87900 2.58065  0.0000
H 4.06811 2.35694 1.50413  0.0001
H 2.97792 1.34930 2.47365  0.0003
H 2.40808 2.02106 0.94048  -0.0003

The HOMO energy (alpha / beta) comes out at -13.03 / -13.02 eV. The calculation puts the frontier orbital gap (alpha / beta) at 8.3992 / 3.8117 eV. Its spin multiplicity is 5. The total charge is +2. Its expectation value of S² is 6.0231.